# 1
The following is a DFT calculation (ωB97M-V/def2-TZVPD) of a molecular structure, C8H12F12O14S6Zn at a distorted geometry.

```
53
C8H12F12O14S6Zn, DFT ωB97M-V/def2-TZVPD
Zn -0.20 0.34 0.21
C 4.50 0.96 -0.25
F 5.58 0.89 -1.03
F 4.82 0.03 0.71
F 4.31 2.17 0.19
S 2.88 0.54 -1.25
O 1.65 0.49 -0.44
O 2.74 1.60 -2.30
O 3.16 -0.83 -1.71
C -0.01 4.91 0.95
F 0.83 5.91 0.73
F -0.39 4.87 2.26
F -1.12 5.13 0.20
S 0.82 3.24 0.49
O -0.26 2.22 0.64
O 1.31 3.39 -0.88
O 1.94 3.07 1.42
C 2.43 -0.84 3.47
F 2.82 -1.26 2.28
F 2.57 -1.71 4.44
F 3.06 0.30 3.79
S 0.47 -0.51 3.41
O -0.22 -1.79 3.56
O 0.13 0.33 4.46
O 0.16 0.20 2.11
C -1.00 0.23 -4.40
F -2.05 -0.49 -4.22
F 0.02 -0.61 -4.45
F -0.98 0.96 -5.58
S -0.87 1.48 -3.02
O 0.27 2.36 -3.25
O -2.11 2.20 -2.99
O -0.68 0.74 -1.75
C -4.68 0.19 0.50
S -3.20 -0.98 0.28
O -2.12 0.10 0.42
C -3.34 -1.42 -1.53
H -4.78 1.03 -0.19
H -4.63 0.61 1.51
H -5.66 -0.28 0.38
H -4.19 -2.08 -1.67
H -2.44 -1.95 -1.84
H -3.34 -0.52 -2.15
C 1.57 -3.78 0.21
S -0.05 -3.06 -0.29
O 0.00 -1.54 0.01
C -1.15 -3.71 1.09
H 1.67 -3.57 1.28
H 2.42 -3.20 -0.16
H 1.51 -4.87 0.12
H -1.74 -2.87 1.46
H -0.57 -4.10 1.93
H -1.84 -4.51 0.83
```

The charge is -2. For the total energy, the calculation gives -183195.2847 eV. The HOMO-LUMO gap comes out at 6.70 eV. The calculation puts the HOMO energy at -3.236 eV. The energy above the lowest of the compared OMol25 structures with the same formula, charge and spin is 443.17 kJ/mol.

Atomic partial charges in e from the Mulliken method, atoms 1 to 2: 0.881 0.566


# 2
The following is a DFT calculation (ωB97M-V/def2-TZVPD) of a single C6H10N2 molecule at a distorted geometry.

```
18
C6H10N2, DFT ωB97M-V/def2-TZVPD
C -0.22 0.02 2.18
C 0.29 1.17 1.79
N 0.08 1.41 0.45
C -0.79 0.32 -0.16
C -0.13 -0.38 -1.35
C 1.22 -1.00 -1.43
N 0.85 0.34 -2.00
C -1.10 -0.50 1.12
H 0.03 -0.57 3.06
H 0.82 1.81 2.48
H 0.96 1.63 -0.12
H -1.66 0.88 -0.59
H -0.87 -0.95 -2.02
H 1.38 -1.81 -2.14
H 1.68 -0.94 -0.47
H 0.76 0.34 -3.01
H -2.13 -0.20 1.36
H -1.16 -1.56 0.84
```

For the total energy, the calculation gives -9361.7064 eV. The HOMO-LUMO gap comes out at 8.51 eV. The calculation puts the HOMO energy at -7.508 eV. The energy above the lowest of the compared OMol25 structures with the same formula, charge and spin is 263.47 kJ/mol. As for the SMILES: C1=CN[C@@H]([C@@H]2CN2)C1.

Atomic partial charges in e from the Mulliken method, atoms 1 to 2: -0.490 -0.391


# 3
The following is a DFT calculation (ωB97M-V/def2-TZVPD) of 11 unconnected molecules or ions with the total composition C37H73N7O19 at a distorted geometry.

```
136
C37H73N7O19, DFT ωB97M-V/def2-TZVPD
C 1.39 -1.67 2.29
C 0.04 -1.32 1.70
C -0.54 0.04 2.03
O -0.94 0.63 0.83
C -0.51 -0.19 -0.14
O -0.73 0.06 -1.29
O 0.20 -1.23 0.29
H 2.12 -0.85 2.17
H 1.74 -2.57 1.78
H 1.34 -1.82 3.37
H -0.58 -2.21 1.77
H 0.26 0.67 2.43
H -1.35 -0.03 2.76
C 1.24 3.97 1.32
C 1.84 3.33 0.11
C 3.24 3.62 -0.20
O 3.85 2.44 -0.67
C 3.01 1.43 -0.40
O 3.24 0.28 -0.70
O 1.93 1.90 0.19
H 0.29 3.51 1.50
H 1.17 5.03 1.27
H 1.83 3.66 2.16
H 1.17 3.53 -0.70
H 3.73 3.87 0.75
H 3.33 4.39 -0.97
C 2.64 -3.22 -2.93
C 1.73 -2.23 -2.29
C 1.51 -0.92 -3.06
O 0.34 -1.10 -3.83
C -0.37 -2.05 -3.18
O -1.45 -2.30 -3.55
O 0.35 -2.71 -2.24
H 2.42 -3.30 -4.02
H 2.47 -4.23 -2.47
H 3.65 -2.89 -2.72
H 2.06 -1.82 -1.36
H 2.35 -0.63 -3.73
H 1.37 -0.06 -2.42
C -3.71 -1.10 -1.25
C -4.23 -2.03 -0.13
C -4.57 -3.44 -0.63
O -3.75 -4.31 0.13
C -2.99 -3.62 0.97
O -2.12 -4.04 1.72
O -3.27 -2.31 0.84
H -3.35 -0.16 -0.86
H -4.50 -0.86 -1.94
H -2.92 -1.61 -1.74
H -5.11 -1.61 0.39
H -4.28 -3.55 -1.67
H -5.61 -3.72 -0.50
C -4.21 1.56 1.70
N -3.25 2.65 1.51
C -3.06 3.73 2.34
C -4.24 4.00 3.25
O -2.05 4.41 2.26
H -3.88 0.66 1.20
H -5.25 1.81 1.45
H -4.23 1.26 2.77
H -2.46 2.38 0.94
H -4.13 3.27 4.06
H -5.14 3.82 2.67
H -4.24 5.00 3.65
C -2.32 -2.19 4.72
N -1.11 -1.49 4.99
C -1.15 -0.18 5.23
C 0.16 0.57 5.49
O -2.19 0.45 4.98
H -3.17 -2.05 5.42
H -2.01 -3.24 4.76
H -2.64 -2.06 3.69
H -0.29 -2.02 5.20
H 0.56 0.71 4.51
H 0.88 0.02 6.10
H 0.04 1.56 5.82
C 4.97 -5.88 -0.05
N 5.20 -4.41 -0.29
C 4.50 -3.53 0.43
C 4.79 -2.05 0.27
O 3.63 -3.93 1.16
H 5.81 -6.45 -0.45
H 4.04 -6.13 -0.58
H 4.80 -6.03 1.03
H 5.98 -4.22 -0.86
H 5.05 -1.86 -0.74
H 5.52 -1.66 0.96
H 3.84 -1.58 0.52
C 0.22 1.90 -4.42
N 1.70 2.02 -4.61
C 2.40 3.10 -4.19
C 3.88 3.25 -4.56
O 1.92 4.01 -3.57
H -0.08 2.89 -4.07
H -0.08 1.23 -3.60
H -0.22 1.63 -5.37
H 2.20 1.30 -5.10
H 3.85 4.17 -5.14
H 4.26 2.42 -5.11
H 4.47 3.33 -3.65
C -4.83 -1.81 -4.66
N -3.90 -0.75 -4.54
C -4.29 0.54 -4.32
C -3.23 1.54 -4.03
O -5.46 0.87 -4.40
H -4.26 -2.75 -4.68
H -5.47 -1.69 -5.53
H -5.55 -1.77 -3.83
H -2.98 -1.01 -4.21
H -3.41 2.48 -4.53
H -2.20 1.23 -4.20
H -3.31 1.77 -2.94
C -1.53 4.45 -1.36
N -0.78 4.95 -2.51
C -1.45 5.36 -3.62
C -0.60 5.70 -4.84
O -2.70 5.49 -3.63
H -0.89 4.33 -0.51
H -2.04 3.50 -1.53
H -2.34 5.14 -1.16
H 0.14 4.56 -2.70
H 0.11 4.90 -5.03
H -0.01 6.56 -4.69
H -1.21 5.89 -5.69
C 3.68 -2.07 7.40
N 3.68 -3.05 6.33
C 2.59 -3.24 5.52
C 2.79 -4.32 4.45
O 1.46 -2.73 5.67
H 3.87 -2.51 8.40
H 2.65 -1.66 7.47
H 4.31 -1.25 7.11
H 4.52 -3.56 6.15
H 2.29 -5.23 4.88
H 3.83 -4.63 4.28
H 2.22 -4.03 3.57
```

For the total energy, the calculation gives -88890.6576 eV. The HOMO-LUMO gap comes out at 9.22 eV. The calculation puts the HOMO energy at -8.968 eV. The energy above the lowest of the compared OMol25 structures with the same formula, charge and spin is 0.00 kJ/mol. As for the SMILES: C[C@H]1COC(=O)O1.C[C@H]1COC(=O)O1.C[C@H]1COC(=O)O1.C[C@H]1COC(=O)O1.CNC(C)=O.CNC(C)=O.CNC(C)=O.CNC(C)=O.CNC(C)=O.CNC(C)=O.CNC(C)=O.

Atomic partial charges in e from the Mulliken method, atoms 1 to 2: -0.593 0.842


# 4
The following is a DFT calculation (ωB97M-V/def2-TZVPD) of a molecular structure, C18H28NO5P2Sr at a distorted geometry.

```
55
C18H28NO5P2Sr, DFT ωB97M-V/def2-TZVPD
Sr 0.34 -0.55 -0.48
P -2.78 -0.60 -0.10
C -2.69 -0.13 -1.83
C -1.90 0.90 -2.43
N -0.57 1.18 -2.07
C -0.09 2.37 -2.47
C -0.80 3.25 -3.29
C -2.08 2.93 -3.70
C -2.62 1.75 -3.28
C 1.29 2.78 -2.06
P 2.40 1.32 -1.50
H -3.64 1.42 -3.51
H -0.34 4.18 -3.59
H -2.69 3.59 -4.29
H 1.81 3.26 -2.90
H 1.27 3.44 -1.20
H -1.53 -1.83 -2.72
H -3.42 -0.70 -2.45
H 1.30 -3.21 -1.47
O -0.81 -2.25 -2.25
H -0.32 -2.43 -2.97
H 1.48 -2.09 0.75
O 1.82 -2.41 -1.49
H 2.72 -2.72 -1.23
C 3.08 0.79 -3.10
H 3.63 1.61 -3.59
H 3.77 -0.04 -2.91
H 2.28 0.44 -3.76
C 3.84 2.18 -0.79
H 4.42 1.41 -0.25
H 4.48 2.63 -1.57
H 3.53 2.95 -0.07
C -3.89 0.82 0.21
H -4.92 0.56 0.02
H -3.71 1.03 1.25
H -3.61 1.67 -0.40
C -4.05 -1.95 -0.14
H -3.96 -2.41 0.86
H -5.06 -1.55 -0.25
H -3.87 -2.72 -0.90
O 2.20 -3.21 3.60
C 1.59 -2.25 4.32
C 1.66 -2.44 5.71
C 1.05 -1.53 6.57
C 0.36 -0.43 6.06
C 0.29 -0.20 4.69
C 0.90 -1.10 3.78
C 0.92 -0.84 2.39
O 0.61 0.18 1.71
O 1.35 -2.06 1.71
H 2.00 -2.92 2.65
H 2.19 -3.30 6.06
H 1.13 -1.70 7.64
H -0.12 0.27 6.73
H -0.23 0.65 4.26
```

The charge is +1. For the total energy, the calculation gives -50255.9803 eV. The HOMO-LUMO gap comes out at 4.68 eV. The calculation puts the HOMO energy at -8.277 eV.

Atomic partial charges in e from the Mulliken method, atoms 1 to 2: 1.340 0.793


# 5
The following is a DFT calculation (ωB97M-V/def2-TZVPD) of a molecular structure, C17H18N5O5W.

```
46
C17H18N5O5W, DFT ωB97M-V/def2-TZVPD
W 0.65 -0.81 0.37
O 1.97 1.49 -2.53
C 2.09 0.65 -1.72
O 1.03 -0.24 -1.39
C 3.21 0.39 -0.77
C 4.52 0.80 -0.84
C 5.37 0.44 0.21
C 4.89 -0.30 1.29
C 3.56 -0.67 1.27
N 2.76 -0.33 0.26
C 2.81 -1.45 2.30
O 3.18 -1.91 3.31
O 1.46 -1.55 1.85
H 4.87 1.39 -1.68
H 6.41 0.74 0.18
H 5.53 -0.60 2.11
C -2.92 3.95 -1.17
N -2.13 2.81 -0.67
C -1.08 2.94 0.34
C -0.66 1.52 0.41
O 0.32 0.97 1.10
N -1.31 0.74 -0.37
C -2.20 1.56 -1.08
N -2.98 1.08 -2.02
H -3.00 4.69 -0.38
H -3.92 3.62 -1.42
H -2.44 4.39 -2.04
H -1.46 3.31 1.30
H -0.27 3.60 0.02
H -2.94 0.10 -2.26
H -3.58 1.68 -2.58
C 0.62 -3.29 -0.33
C -0.60 -2.42 -0.22
C -1.84 -2.66 -0.97
C -2.87 -2.38 -0.15
C -2.32 -1.81 1.07
C -3.05 -1.20 2.19
N -1.00 -1.90 1.04
H 0.56 -3.89 -1.24
H 0.82 -3.90 0.56
H 1.56 -2.69 -0.52
H -1.89 -3.12 -1.95
H -3.93 -2.51 -0.34
H -3.48 -2.01 2.79
H -3.90 -0.61 1.83
H -2.40 -0.61 2.83
```

The charge is +3. For the total energy, the calculation gives -37408.7960 eV. The HOMO-LUMO gap comes out at 7.57 eV. The calculation puts the HOMO energy at -19.616 eV. The energy above the lowest of the compared OMol25 structures with the same formula, charge and spin is 78.47 kJ/mol.

Atomic partial charges in e from the Mulliken method, atoms 1 to 2: 1.052 -0.391


# 6
The following is a DFT calculation (ωB97M-V/def2-TZVPD) of a single C5H10N2O molecule at a distorted geometry.

```
18
C5H10N2O, DFT ωB97M-V/def2-TZVPD
C 2.57 -1.12 0.42
C 1.44 -0.27 -0.15
C 0.31 -1.13 -0.59
N -0.92 -0.88 -0.56
N -1.51 0.36 -0.27
C -1.15 1.76 -0.15
C -2.82 0.21 0.23
O -3.41 -0.81 0.40
H 3.23 -0.47 1.11
H 3.13 -1.65 -0.40
H 1.98 -1.93 0.82
H 1.23 0.41 0.75
H 1.91 0.35 -0.84
H 0.41 -2.14 -0.84
H -2.03 2.28 -0.06
H -0.42 1.85 0.57
H -0.59 2.08 -1.02
H -3.38 1.08 0.60
```

For the total energy, the calculation gives -10371.8335 eV. The HOMO-LUMO gap comes out at 9.71 eV. The calculation puts the HOMO energy at -8.897 eV. The energy above the lowest of the compared OMol25 structures with the same formula, charge and spin is 334.97 kJ/mol. As for the SMILES: CC/C=N\N(C)C=O.

Atomic partial charges in e from the Mulliken method, atoms 1 to 2: -1.264 -0.076